Here is a 19-piece molecular cluster, C68H186N12O22 overall from the OMol25 dataset. Energies are from ωB97M-V/def2-TZVPD.

Summary:
Lowest unoccupied orbital energy: 0.15 eV
Highest occupied orbital energy: -8.7 eV
Calculated total energy: -5014.1089 Ha

Last column: Löwdin charge in e.
CARTESIAN COORDINATES (ANGSTROEM)
O 3.982 9.026 20.508  -0.087
H 5.722 6.749 20.277  0.073
H 6.796 1.849 14.005  0.066
H 17.555 4.822 10.335  0.084
H 12.370 7.021 15.871  0.075
H 11.173 17.838 27.480  0.105
H 10.886 11.155 15.178  0.102
H 12.874 5.502 15.034  0.077
H 5.832 18.035 22.273  0.072
N 9.747 7.020 14.978  0.040
H 5.740 0.699 13.242  0.080
H 14.881 17.577 23.861  0.073
C 5.186 22.353 20.285  -0.066
N 14.718 18.052 5.196  -0.075
C 11.147 11.476 17.829  -0.222
H 4.923 4.923 10.917  0.083
C 20.852 3.705 24.000  -0.193
H 10.918 13.426 16.997  0.110
H 14.470 20.019 3.333  0.112
H 15.286 10.416 3.663  0.064
H 10.183 2.315 17.058  0.079
H 3.198 5.530 6.049  0.083
H 4.376 10.199 3.360  0.065
N 11.305 12.046 15.403  -0.052
C 15.823 18.224 15.257  -0.137
H 12.286 6.996 14.195  0.066
H 10.812 16.116 29.171  0.073
O 9.164 17.619 27.688  -0.074
C 6.946 18.597 12.837  -0.087
H 9.901 15.064 28.034  0.076
H 12.388 19.669 2.019  0.081
H 9.586 12.361 16.669  0.119
H 8.319 18.971 10.039  0.084
H 13.470 19.710 22.698  0.087
C 5.158 8.500 4.051  -0.423
C 8.600 9.350 26.431  -0.070
H 4.961 21.335 19.967  0.075
H 5.758 9.124 19.540  0.111
C 10.675 12.405 16.704  -0.204
H 7.198 16.142 22.484  0.111
H 5.474 12.875 10.241  0.089
H 9.772 14.121 0.900  0.079
C 3.940 10.155 12.416  -0.155
H 8.809 6.661 14.874  0.062
C 16.622 5.369 10.470  -0.121
H 14.864 5.215 22.838  0.082
H 4.774 23.073 19.577  0.082
H 4.742 9.887 11.729  0.072
H 9.987 15.969 2.788  0.118
H 8.924 19.811 19.942  0.062
H 12.428 12.379 19.849  0.079
H 2.028 11.734 11.328  0.122
C 11.705 10.914 11.330  -0.110
H 16.378 18.008 14.344  0.090
H 18.265 15.196 18.908  0.067
C 15.749 18.147 23.529  -0.111
O 6.642 22.545 20.371  -0.207
C 15.280 19.054 22.461  -0.361
H 9.303 4.645 16.196  0.124
H 11.081 16.573 5.463  0.065
O 15.621 4.766 9.727  -0.185
H 7.264 8.861 4.328  0.071
H 9.553 21.208 17.748  0.074
H 8.406 17.599 11.669  0.105
H 12.780 10.800 11.468  0.079
H 11.459 13.743 19.345  0.078
O 18.892 10.562 28.522  -0.180
H 16.164 19.547 22.057  0.108
H 5.271 8.272 2.991  0.136
H 9.098 8.971 25.539  0.066
H 6.014 3.665 10.426  0.085
C 10.695 5.871 15.094  -0.442
O 22.698 3.254 25.436  -0.190
H 2.272 11.888 8.555  0.071
H 18.213 16.714 18.156  0.064
H 4.766 22.493 21.281  0.082
H 15.912 19.304 15.370  0.081
H 16.787 6.395 10.139  0.091
H 14.953 3.251 7.852  0.139
C 14.648 2.789 8.791  -0.443
H 10.895 14.788 3.895  0.110
H 5.789 9.688 21.171  0.102
C 5.812 1.386 14.085  -0.054
H 9.013 12.678 1.536  0.085
H 14.878 18.532 21.592  0.114
H 20.959 11.580 30.714  0.077
H 4.815 16.873 23.137  0.075
H 5.890 14.999 22.130  0.109
N 19.470 4.260 23.967  -0.052
H 10.958 3.351 18.258  0.076
C 4.582 3.279 12.904  -0.212
H 12.636 2.565 8.099  0.075
H 19.264 11.933 26.906  0.085
H 14.227 1.081 7.939  0.068
H 20.154 9.093 28.013  0.122
H 20.819 2.640 23.770  0.108
H 1.946 6.048 4.941  0.085
H 5.862 10.374 3.707  0.060
C 10.815 12.940 14.365  -0.243
H 19.299 11.108 31.003  0.074
H 3.025 8.357 4.497  0.121
H 15.229 3.210 10.876  0.125
C 15.592 3.396 9.865  -0.219
H 14.664 15.533 6.568  0.116
H 6.657 19.573 13.226  0.071
H 15.528 19.902 5.580  0.115
H 3.704 12.315 8.052  0.065
H 8.892 18.358 27.139  0.084
C 8.171 18.632 11.922  -0.347
H 19.954 8.767 30.481  0.128
H 7.121 15.740 4.301  0.072
H 6.686 5.058 11.194  0.088
N 3.518 1.830 14.664  0.020
O 10.630 11.762 19.132  -0.183
H 15.720 5.658 24.308  0.079
C 23.508 3.521 26.598  -0.099
C 5.335 17.068 22.199  -0.097
N 9.102 20.646 20.482  0.032
H 18.789 10.388 26.415  0.080
H 6.918 7.575 21.263  0.071
C 18.767 3.843 22.716  -0.200
H 22.347 9.014 29.340  0.051
H 6.516 8.252 5.854  0.080
H 3.031 9.593 12.201  0.092
H 21.899 5.134 25.219  0.122
H 6.118 18.215 12.240  0.071
H 7.320 22.747 18.475  0.119
H 2.819 2.529 14.872  0.067
H 10.537 5.604 17.160  0.127
C 13.845 20.129 4.219  -0.210
H 11.477 21.042 2.841  0.081
H 5.822 15.949 20.025  0.075
C 21.580 4.095 25.306  -0.236
H 16.878 3.755 23.695  0.104
H 10.854 19.444 2.703  0.070
H 14.292 0.931 9.515  0.073
O 11.220 3.899 16.291  -0.225
H 14.905 9.053 2.626  0.070
H 10.810 21.907 18.691  0.074
O 14.343 19.915 23.040  -0.062
H 8.410 20.624 21.217  0.059
H 5.633 11.770 8.896  0.079
H 13.771 21.217 4.222  0.115
C 10.325 5.015 16.268  -0.212
H 22.941 3.369 27.516  0.083
C 11.100 2.851 17.300  -0.066
H 7.631 8.859 26.524  0.069
H 16.259 10.098 2.297  0.067
C 18.118 15.652 17.929  -0.049
C 16.729 15.289 17.266  -0.444
H 20.915 3.989 26.164  0.115
H 12.490 12.717 13.018  0.122
C 11.405 12.754 19.800  -0.116
H 10.942 14.000 14.586  0.125
C 16.647 15.071 8.153  -0.101
H 16.206 18.625 24.396  0.079
N 14.771 1.367 8.740  0.024
C 15.725 9.591 3.101  -0.088
H 7.009 17.848 13.627  0.069
C 7.343 22.007 19.275  -0.215
H 9.745 12.733 14.348  0.120
C 11.403 12.646 13.022  -0.192
N 21.968 9.219 30.254  0.019
H 10.635 13.169 2.061  0.080
O 5.763 3.993 12.556  -0.179
H 16.047 13.556 16.569  0.076
H 8.448 10.421 26.301  0.061
H 10.490 9.335 27.633  0.102
H 10.526 16.918 26.242  0.104
C 5.396 8.890 20.541  -0.326
H 18.993 15.481 17.303  0.079
H 21.018 10.617 28.300  0.121
H 24.352 2.833 26.640  0.081
H 10.795 10.471 17.595  0.120
H 9.109 9.794 28.568  0.103
H 9.186 14.822 5.630  0.132
H 18.917 4.132 24.802  0.101
H 2.953 4.693 4.584  0.084
H 9.433 7.637 28.983  0.086
C 5.173 11.892 9.877  -0.057
O 6.645 16.075 20.503  -0.079
O 16.776 15.325 6.751  -0.195
H 3.753 3.985 12.863  0.118
O 9.090 14.195 2.899  -0.211
H 12.231 11.378 17.884  0.114
H 12.963 4.149 8.726  0.076
H 3.629 8.748 21.356  0.072
C 13.172 3.092 8.888  -0.076
H 16.480 17.397 23.227  0.072
H 17.457 9.139 4.419  0.106
C 9.743 21.990 18.483  -0.081
H 4.628 17.066 21.370  0.072
C 4.733 2.514 14.238  -0.416
H 22.564 10.011 30.447  0.055
H 9.073 18.995 12.414  0.102
O 16.412 17.517 16.315  -0.182
H 12.757 2.817 9.858  0.081
C 9.424 9.141 27.754  -0.332
C 18.647 11.096 27.231  -0.118
H 11.351 9.937 11.002  0.082
H 5.679 11.200 10.551  0.063
C 15.628 17.446 6.151  -0.228
H 15.816 14.397 8.358  0.079
H 4.289 9.847 13.402  0.092
H 3.245 13.074 11.388  0.124
H 10.047 7.539 14.165  0.059
C 20.332 10.767 31.078  -0.075
H 10.555 5.207 14.242  0.128
C 9.638 13.529 1.805  -0.145
C 20.533 9.611 30.108  -0.405
C 14.538 19.477 5.416  -0.210
H 17.588 11.350 27.180  0.088
C 10.665 15.837 28.128  -0.089
C 6.483 8.238 4.765  -0.069
O 15.770 7.891 4.867  -0.084
H 17.016 7.914 3.296  0.097
H 20.626 10.583 32.112  0.080
C 2.978 5.702 4.995  -0.122
H 9.166 22.655 20.367  0.134
C 9.277 15.675 4.958  -0.412
N 16.915 13.939 16.917  0.012
H 15.845 15.390 17.896  0.135
H 14.734 18.188 15.220  0.087
N 10.083 16.705 5.549  0.026
H 6.908 21.039 19.027  0.120
C 8.832 21.863 19.697  -0.420
C 7.904 16.328 4.780  -0.079
H 5.875 0.863 15.039  0.066
C 16.589 8.651 3.976  -0.309
H 10.907 13.349 12.352  0.118
H 21.494 4.128 23.227  0.116
H 19.066 4.292 21.769  0.118
H 17.540 14.572 8.530  0.087
H 17.285 15.960 15.302  0.126
H 4.254 2.533 12.180  0.121
H 9.639 22.940 17.958  0.074
H 5.330 7.292 21.964  0.070
H 24.014 4.485 26.648  0.081
H 13.935 19.659 6.305  0.122
O 16.985 5.543 22.724  -0.190
C 3.678 11.674 9.920  -0.476
C 10.406 17.081 27.313  -0.351
C 11.780 19.995 2.863  -0.081
H 16.658 3.597 22.014  0.120
O 9.133 7.836 28.093  -0.085
N 5.028 9.956 4.092  0.011
H 16.678 17.690 5.989  0.117
H 9.956 17.499 4.938  0.060
H 18.925 2.779 22.537  0.106
H 11.979 2.213 17.388  0.083
H 7.917 17.189 4.112  0.072
O 12.449 19.723 4.143  -0.206
C 15.674 5.829 23.233  -0.112
H 3.685 1.333 15.527  0.066
H 7.504 16.679 5.732  0.075
C 5.854 7.521 21.036  -0.086
H 4.088 7.853 5.792  0.120
O 7.906 19.409 10.787  -0.069
H 16.964 13.520 17.835  0.077
C 12.167 6.332 15.051  -0.048
H 16.267 7.610 5.639  0.077
H 16.592 2.965 9.847  0.119
H 15.547 15.819 15.501  0.119
H 16.434 16.012 8.661  0.082
H 3.411 10.631 9.747  0.125
C 3.085 11.999 11.301  -0.175
O 3.718 11.519 12.516  -0.169
O 11.026 11.297 12.542  -0.212
C 20.188 9.992 28.629  -0.201
C 6.311 15.971 21.874  -0.339
C 3.946 7.815 4.712  -0.203
H 6.862 7.250 4.501  0.074
H 11.526 11.650 10.545  0.080
H 4.988 3.274 14.977  0.130
H 15.557 15.595 5.113  0.115
H 15.380 6.874 23.136  0.083
H 11.083 12.925 20.827  0.085
C 9.943 15.189 3.547  -0.129
H 15.406 17.878 7.127  0.114
C 17.265 4.127 22.747  -0.226
C 15.604 15.902 6.158  -0.209
C 16.466 16.121 16.003  -0.200
H 15.078 17.856 4.273  0.110
H 11.644 15.424 27.886  0.071
N 3.079 12.426 8.838  0.037
O 3.949 6.463 4.300  -0.170
H 16.366 5.316 11.528  0.089
C 5.825 4.389 11.218  -0.130